1.
12
Properties=species:S:1:pos:R:3:forces:R:3:mulliken_charge:R:1 method="wB97M-V/def2-TZVPD" e_lumo_ev=1.11 gap_ev=10.38 molar_mass_g_mol=74.1 smiles="CC/C=C/F"
C -1.661602 -0.260248 -0.368841 -2.2 -1.0 2.5 -0.942
C -0.442225 0.337230 0.282152 1.2 2.1 1.5 -0.307
C 0.842717 -0.475154 0.339438 2.9 0.7 -1.4 -0.238
C 2.020877 0.183164 -0.039303 -3.7 -0.4 0.6 -0.166
H -2.512028 0.619426 -0.234071 2.0 -2.5 -1.2 0.262
H -1.290224 -0.614639 -1.366854 -1.4 0.4 0.6 0.323
H -2.102794 -1.212066 0.327183 1.2 2.4 -2.2 0.219
H -0.676222 0.721402 1.389385 0.4 -0.6 -2.4 0.257
H -0.166415 1.210951 -0.411917 -0.5 -0.7 1.5 0.212
H 0.777720 -1.551379 0.548656 0.3 0.5 0.1 0.340
H 1.918545 1.235757 -0.295625 0.1 -0.1 0.0 0.261
F 3.291651 -0.194449 -0.170199 -0.2 -0.9 0.4 -0.222


2.
14
Properties=species:S:1:pos:R:3:forces:R:3:mulliken_charge:R:1 method="wB97M-V/def2-TZVPD" e_lumo_ev=0.95 gap_ev=9.83 molar_mass_g_mol=107.1
C -2.737067 0.121007 0.128037 1.3 1.1 1.2 -0.397
C -1.863108 -0.399911 -0.689598 4.1 1.4 1.3 -0.376
C 2.363543 -0.257199 0.224746 2.2 0.6 -2.1 -0.995
C 0.105590 0.521807 -0.093170 -4.7 -1.4 -2.8 0.500
N 1.064050 -0.456057 -0.321427 -1.7 -1.5 1.6 -0.353
F 0.085682 1.547543 -0.985118 0.9 -0.2 0.9 -0.244
F -0.070889 1.027085 1.136581 0.4 0.0 -0.1 -0.285
H -3.776012 -0.005608 -0.040950 -1.0 -0.1 0.2 0.294
H -2.340428 0.779740 1.010934 -1.1 -1.3 -1.7 0.173
H -1.793350 -1.054016 -1.567076 -0.3 0.5 0.5 0.346
H 3.060561 -1.009172 -0.154920 -0.3 -0.1 -0.1 0.300
H 2.788997 0.683538 -0.102229 -0.1 0.3 -0.3 0.368
H 2.474177 -0.237171 1.247537 -0.3 -0.2 2.6 0.368
H 0.638250 -1.261583 0.206651 0.6 0.7 -1.2 0.301


3.
16
Properties=species:S:1:pos:R:3:forces:R:3:mulliken_charge:R:1 method="wB97M-V/def2-TZVPD" multiplicity=3 e_lumo_ev="1.13 / -1.76" gap_ev="8.20 / 8.09" molar_mass_g_mol=135.1 s2=2.01
C 0.704002 1.556112 -0.566263 0.2 0.2 0.3 -0.144
C -0.538261 -0.240766 -1.546616 -2.0 -0.9 -1.0 -1.167
C 0.725103 -0.003232 -0.764074 0.1 1.5 -0.1 0.288
C -0.565745 -1.449654 2.362882 -1.4 6.3 0.8 0.310
N 1.225008 2.260471 -1.477933 0.5 0.3 0.5 -0.574
N 0.539166 -0.628541 0.537186 2.1 1.1 -2.0 -0.008
N -0.435486 -0.278880 1.215377 -0.8 -2.6 4.1 -0.399
F -0.460679 -2.543126 1.778693 -0.2 -3.9 -1.3 -0.187
F -1.820727 -1.219046 2.896516 1.0 -0.8 -0.4 -0.241
H 0.100180 1.850671 0.369584 1.0 0.0 -1.2 0.333
H -1.493235 0.312028 -1.142062 2.0 -1.2 -0.4 0.267
H -0.459827 0.064242 -2.599760 0.2 0.0 0.3 0.409
H -0.674438 -1.353075 -1.535471 -0.5 0.9 -0.1 0.315
H 1.673997 -0.313846 -1.292517 -1.2 0.2 0.8 0.326
H 0.178366 -1.313428 3.178703 -0.4 0.1 -0.7 0.220
H 1.302576 3.300071 -1.414245 -0.8 -1.2 0.4 0.252


4.
17
Properties=species:S:1:pos:R:3:forces:R:3:mulliken_charge:R:1 method="wB97M-V/def2-TZVPD" e_lumo_ev=0.27 gap_ev=9.25 molar_mass_g_mol=167.2
C -3.471851 -0.066531 -0.421253 0.1 0.1 0.1 -0.098
C -2.460763 -0.505481 0.309256 -0.2 0.0 0.0 -0.261
C 1.840848 0.837571 0.432115 0.4 -0.1 0.0 0.405
C 1.862429 -1.349731 -0.855225 -0.3 -0.1 -0.1 0.020
H -3.636619 0.985046 -0.628791 0.0 -0.2 0.0 0.304
H -1.724048 0.155088 0.753340 -0.4 -0.2 0.0 0.559
H 0.066697 1.735941 0.822010 0.1 0.0 0.0 0.207
H -0.070168 0.198613 0.037227 0.4 0.0 -0.2 0.011
H 2.283894 2.481748 1.292461 0.2 -0.3 -0.2 0.208
H 3.407495 -0.260157 -0.140876 -0.1 0.0 0.0 0.284
H 2.646425 -2.020217 -1.208258 0.0 0.0 0.0 0.297
N 0.488519 0.858535 0.567374 0.0 0.1 0.0 -0.258
N 2.717177 1.678859 0.827195 -0.5 0.2 0.1 -0.698
N 2.398278 -0.311462 -0.191704 0.0 0.2 0.1 -0.148
F -4.375418 -0.891700 -0.964338 0.1 0.0 0.0 -0.223
F -2.267497 -1.806376 0.558607 -0.1 0.1 0.0 -0.249
S 0.294603 -1.719746 -1.189142 0.5 0.2 0.1 -0.359


5.
15
Properties=species:S:1:pos:R:3:forces:R:3:mulliken_charge:R:1 method="wB97M-V/def2-TZVPD" e_lumo_ev="-0.23 / -1.46" gap_ev="9.24 / 7.36" molar_mass_g_mol=123.1
C -0.095067 0.849332 0.684216 0.9 -1.0 0.9 0.594
C -1.453905 1.153027 0.197833 -0.4 -2.7 -0.1 -0.794
C 1.822298 -0.738750 0.515819 3.2 -0.9 -1.0 -0.730
C -0.517908 -1.714105 -1.495332 4.0 -0.8 2.1 0.137
N 0.479320 -0.372905 0.410939 -1.9 -0.6 -0.8 -0.166
O 0.423130 1.631276 1.458519 0.9 0.2 0.2 -0.599
F -0.600562 -2.928663 -0.976617 -0.8 0.8 -0.3 -0.209
F 0.657556 -1.622377 -2.108174 -0.6 0.1 -0.4 -0.207
H -1.810681 0.225382 -0.371987 -0.1 1.9 0.6 0.160
H -1.248018 2.038438 -0.324389 -0.6 1.2 -1.5 0.278
H -2.057512 1.418665 1.069686 -0.1 -0.3 -0.3 0.271
H 2.045766 -1.512483 1.302039 -0.7 0.4 -0.7 0.258
H 2.328520 -1.243118 -0.535003 -1.6 1.7 2.7 0.213
H 2.458060 0.132732 0.848694 -0.6 -0.5 -0.8 0.358
H -1.310915 -1.256045 -1.985203 -1.6 0.5 -0.7 0.436


6.
28
Properties=species:S:1:pos:R:3:forces:R:3:mulliken_charge:R:1 method="wB97M-V/def2-TZVPD" e_lumo_ev=-3.94 gap_ev=10.06 molar_mass_g_mol=547.5 charge=+1
Ir -0.546749 0.438111 0.474602 0.0 0.3 -0.7 1.214
F -2.163857 -3.538999 -1.170233 0.0 0.0 0.0 -0.169
C -1.107348 -3.241793 -1.898308 0.0 0.1 0.0 0.524
F -1.430885 -3.121890 -3.166336 0.0 0.0 0.0 -0.169
F -0.155926 -4.130306 -1.731383 0.0 0.0 0.0 -0.170
S -0.485720 -1.596011 -1.298138 -0.1 0.0 0.0 1.229
O -1.458431 -0.535264 -1.573901 0.3 -0.3 0.2 -0.662
O -0.293476 -1.731591 0.171689 -0.1 0.0 0.1 -0.685
N 0.847789 -1.430521 -2.075042 0.1 -0.1 0.0 -0.410
S 1.816068 -0.273298 -1.630759 0.0 0.2 0.1 0.987
O 2.590354 0.258324 -2.683416 -0.1 0.0 0.0 -0.550
O 1.072640 0.750244 -0.815834 0.0 -0.1 0.0 -0.884
C 3.007109 -1.050716 -0.410572 0.0 0.0 -0.1 0.761
F 4.147799 -0.401795 -0.490959 0.0 0.0 0.0 -0.191
F 2.516621 -0.945906 0.818260 -0.1 0.0 0.1 -0.212
F 3.169735 -2.320307 -0.719832 0.0 0.0 0.0 -0.213
N -2.339432 2.587894 -0.401930 0.0 0.2 0.0 -0.605
N -0.994594 2.368288 0.054716 0.0 0.0 0.0 -0.292
H -2.508559 1.962934 -1.184829 0.0 -0.1 0.0 0.329
H -2.967035 2.326573 0.351830 0.0 0.0 0.0 0.318
H -0.820592 3.072097 0.769275 0.0 0.0 0.0 0.356
H -0.376908 2.621546 -0.720403 0.0 0.1 0.0 0.389
C 0.082597 1.503654 3.490793 0.1 -0.1 -0.1 -0.877
C -0.552991 0.859597 2.324443 0.0 0.0 0.5 0.491
O -1.719164 0.481914 2.226016 0.0 -0.1 -0.1 -0.455
H -0.415353 1.184160 4.403508 0.0 0.0 0.0 0.374
H -0.066857 2.581173 3.361311 0.0 0.0 0.1 0.273
H 1.153172 1.321876 3.525421 0.0 -0.1 0.0 0.301


7.
14
Properties=species:S:1:pos:R:3:forces:R:3:mulliken_charge:R:1 method="wB97M-V/def2-TZVPD" e_lumo_ev=0.74 gap_ev=9.95 molar_mass_g_mol=102.1 smiles="[H]/N=C/F.C=CN=C"
C 0.609955 0.455949 -0.546201 0.5 0.7 -0.8 0.061
C -0.357232 1.316094 -0.334648 -2.3 0.8 -2.7 -0.843
C 2.450990 -0.467117 0.350833 0.8 -0.4 -0.4 -0.204
C -2.668495 -0.527859 0.384579 -3.7 0.8 6.3 0.144
N 1.428185 0.252362 0.537465 1.2 -0.9 -0.4 -0.440
N -2.333271 -0.950784 -0.662951 1.5 -0.7 -4.9 -0.420
F -3.575691 0.484892 0.461025 0.4 0.0 -0.1 -0.260
H 0.996848 0.183461 -1.562610 -0.9 -0.3 0.8 0.317
H -0.530779 1.870487 0.563045 0.0 -0.3 0.6 0.349
H -1.075482 1.520377 -1.177060 0.9 0.0 0.9 0.266
H 3.148457 -0.390907 1.110713 1.4 -0.4 1.9 0.266
H 2.889402 -1.104234 -0.472607 -1.4 0.9 -0.1 0.217
H -2.638115 -1.016282 1.414585 0.7 1.0 -1.1 0.282
H -1.647197 -1.639777 -0.506357 0.9 -1.4 -0.2 0.265


8.
15
Properties=species:S:1:pos:R:3:forces:R:3:mulliken_charge:R:1 method="wB97M-V/def2-TZVPD" e_lumo_ev=0.80 gap_ev=10.98 molar_mass_g_mol=118.1 smiles=CO[C@H](C#N)N(C)F
C -0.800502 -1.096227 -1.219510 -0.1 0.4 0.8 0.207
C 1.347192 -1.364147 1.104857 2.3 1.5 0.8 -0.707
C -1.483190 1.816946 -0.000905 -1.6 0.1 -0.7 -0.755
C 0.021230 0.009821 -0.655117 -0.5 0.1 -0.3 0.137
N -1.439768 -1.995171 -1.515261 -0.4 -0.4 -0.4 -0.417
N 1.202316 -0.658542 -0.189343 1.7 0.8 -0.3 0.018
O -0.691618 0.752162 0.318891 2.2 -2.4 0.2 -0.321
F 2.257669 0.347794 -0.395266 -0.8 -0.9 0.9 -0.286
H 2.491428 -1.725133 1.247251 -2.7 1.2 -0.6 0.272
H 0.997061 -0.783697 2.038677 0.5 -0.9 -1.5 0.262
H 0.812444 -2.258184 0.919973 -0.9 -0.9 0.3 0.334
H -1.795366 2.126710 0.980246 -1.1 0.2 0.1 0.272
H -2.289277 1.553336 -0.744354 0.4 0.3 1.0 0.277
H -0.967515 2.666196 -0.358990 1.1 0.9 -0.9 0.345
H 0.337895 0.608138 -1.531149 0.0 0.1 0.6 0.359